Record 1
54
Properties=species:S:1:pos:R:3:forces:R:3 method="wB97M-V/def2-TZVPD" e_homo_ev=-8.294 gap_ev=8.94 de_lowest_ev=0.1663 total_charge=0 spin_multiplicity=1 smiles="COCCN(CC(=O)Oc1ccccc1P(=O)(OC)OC)Cc1ccccc1"
P -1.396 -1.344 -0.817 -1.165 -0.949 -1.116
O -0.172 -0.595 -1.086 0.366 0.119 0.214
O -1.100 3.652 -0.622 0.209 0.133 0.225
O 0.335 -1.424 1.760 0.395 -0.635 -0.064
O -1.772 -2.369 -2.034 0.072 0.403 1.151
O -2.658 -0.362 -0.764 0.755 -0.299 -0.150
O -1.450 -0.094 1.549 0.240 0.144 0.354
N 1.321 1.702 1.419 -0.078 -0.219 -0.019
C -0.284 -0.234 1.815 -0.416 0.718 0.461
C 4.824 3.618 -1.587 0.034 0.043 -0.117
C 0.645 0.849 2.365 0.239 0.061 0.080
C 2.154 0.969 0.469 0.061 -0.019 0.027
C -2.063 3.444 -1.619 -0.024 -0.021 -0.027
C -2.175 -3.736 0.379 -0.045 -0.102 0.018
C 3.926 2.745 0.458 0.007 -0.020 -0.047
C -2.047 -4.785 1.270 -0.059 -0.067 0.019
C -3.944 -0.811 -0.388 -0.328 -0.074 0.144
C -0.451 -2.539 1.525 -0.357 -0.306 0.269
C 4.787 3.602 -0.202 0.044 0.034 0.099
C -1.474 -1.943 -3.348 0.128 0.195 -0.582
C -1.379 -2.603 0.493 0.263 0.671 -0.390
C 3.993 2.776 -2.306 0.077 0.068 -0.111
C -1.097 -4.724 2.278 -0.027 0.046 -0.070
C -0.487 2.445 -0.214 0.113 -0.089 0.099
C 0.550 2.792 0.861 -0.323 0.279 -0.275
C 3.087 1.899 -0.257 0.063 -0.054 -0.040
C 3.128 1.923 -1.643 -0.046 -0.060 0.102
C -0.306 -3.599 2.412 0.158 0.308 -0.133
H -4.629 0.012 -0.591 0.009 -0.124 0.036
H -2.885 -3.792 -0.429 -0.050 -0.074 -0.072
H 1.562 0.395 -0.252 0.111 -0.003 0.062
H -3.965 -1.049 0.677 -0.011 0.013 0.007
H -0.001 1.964 -1.073 -0.035 -0.034 0.032
H -2.305 -1.370 -3.766 0.009 -0.043 0.000
H -1.245 1.755 0.175 0.095 0.065 -0.089
H 0.039 1.482 3.019 0.000 -0.149 -0.031
H 3.888 2.732 1.537 -0.016 0.010 0.138
H 5.497 4.287 -2.104 0.046 0.050 -0.038
H 5.433 4.259 0.362 0.049 0.045 0.046
H 0.037 3.298 1.683 0.025 0.041 -0.014
H 0.431 -3.522 3.197 0.063 0.028 0.084
H -2.502 4.415 -1.842 -0.053 -0.053 -0.067
H -4.241 -1.689 -0.967 -0.035 0.032 -0.020
H -1.609 3.028 -2.528 -0.030 0.015 -0.002
H 2.477 1.268 -2.204 -0.101 -0.078 -0.048
H 1.258 3.502 0.424 -0.115 0.046 0.051
H -0.576 -1.322 -3.349 -0.031 -0.077 -0.091
H -2.677 -5.656 1.172 -0.050 -0.065 -0.021
H 4.017 2.787 -3.386 -0.001 0.002 -0.079
H -1.306 -2.839 -3.947 -0.032 0.094 0.004
H 2.748 0.259 1.057 -0.049 -0.040 -0.048
H -0.977 -5.548 2.965 0.012 -0.062 0.064
H 1.412 0.337 2.958 -0.147 0.029 0.004
H -2.843 2.752 -1.277 -0.017 0.023 -0.030

Record 2
40
Properties=species:S:1:pos:R:3:forces:R:3 method="wB97M-V/def2-TZVPD" e_homo_ev="-13.944 / -13.939" gap_ev="5.64 / 4.80" total_charge=+2 spin_multiplicity=1
Pb -0.057 -0.812 -0.784 -0.104 -0.371 -0.047
Br 0.213 2.120 -1.676 0.092 0.360 -0.170
F 2.460 -2.072 0.867 0.060 -0.211 0.057
F 3.163 -0.349 -0.259 0.175 0.064 -0.060
O -3.152 -0.031 3.960 -0.087 -0.145 -0.027
O -0.941 -1.630 0.921 -0.108 0.168 0.354
N -1.346 0.988 0.665 0.080 0.353 -0.112
N -1.927 0.384 1.633 0.127 0.041 -0.036
C -3.159 7.544 1.072 -0.013 0.006 0.052
C 2.324 -0.803 0.632 -0.247 0.211 -0.025
C -1.183 4.378 -0.834 -0.084 -0.018 0.044
C -1.594 -1.043 1.961 -0.136 -0.174 -0.152
C -4.762 -1.854 3.859 -0.062 0.015 0.029
C -4.467 -3.527 2.148 0.012 0.033 -0.033
C -2.764 6.451 1.854 -0.033 0.045 -0.020
C -1.592 2.292 0.483 -0.133 -0.153 0.097
C -0.986 3.036 -0.518 0.186 -0.043 -0.102
C -5.178 -3.016 3.223 -0.013 0.006 0.052
C -2.109 5.396 1.274 0.031 -0.031 -0.020
C -3.322 -2.879 1.712 0.006 -0.049 0.018
C -1.830 5.410 -0.117 0.025 -0.033 0.036
C -2.865 7.599 -0.286 0.004 -0.011 -0.019
C -2.892 -1.724 2.347 0.143 -0.077 -0.120
C -2.189 6.555 -0.873 -0.022 0.038 0.003
C -3.623 -1.216 3.412 -0.016 0.174 0.046
H 2.137 -0.163 1.493 0.102 -0.017 0.057
H -2.955 6.454 2.918 -0.004 0.010 -0.001
H -3.668 0.197 4.741 -0.012 0.009 0.078
H -4.798 -4.432 1.659 0.009 -0.003 0.005
H -2.327 2.783 1.112 -0.041 -0.035 0.021
H -6.064 -3.525 3.577 -0.005 0.015 -0.004
H -1.949 6.588 -1.929 0.011 -0.005 0.011
H -1.742 4.598 1.904 0.025 -0.021 -0.023
H -0.959 -0.950 2.855 0.085 -0.062 -0.018
H -3.678 8.371 1.541 0.008 -0.002 0.000
H -2.738 -3.282 0.897 -0.006 -0.004 0.016
H -3.154 8.460 -0.873 -0.006 0.000 0.001
H -2.512 0.877 2.316 -0.039 -0.044 0.033
H -5.322 -1.449 4.694 -0.004 -0.017 -0.004
H -0.796 4.678 -1.802 -0.005 -0.024 -0.019

Record 3
9
Properties=species:S:1:pos:R:3:forces:R:3 method="wB97M-V/def2-TZVPD" e_homo_ev="-8.343 / -8.500" gap_ev="7.41 / 7.57" de_lowest_ev=4.3315 total_charge=0 spin_multiplicity=1
Br -2.872 0.368 0.065 -0.160 0.407 0.261
S 1.484 -0.253 0.572 1.102 0.144 0.900
N -1.159 0.089 -0.683 0.925 1.355 -0.375
N -0.774 -1.066 -0.362 -1.168 -1.134 -0.419
C 0.344 -1.455 0.031 -0.631 3.204 -0.287
C 0.770 1.240 0.109 0.860 -2.385 -3.272
H 1.290 1.751 -0.723 -1.002 -0.392 0.297
H 0.490 -2.444 0.105 1.179 -3.394 0.234
H 0.426 1.771 0.885 -1.105 2.195 2.661

Number 1: largest force on an atom 1.9 eV Å⁻¹. Number 2: largest force on an atom 0.4 eV Å⁻¹. Number 3: largest force on an atom 4.1 eV Å⁻¹.